C36H37BrCeN6O4S | the ωB97M-V functional and the def2-TZVPD basis

CARTESIAN COORDINATES (ANGSTROEM)
C 4.4144 -6.3218 0.9088
H 3.9219 0.3361 -1.0537
H -3.2477 1.3583 -5.3765
C -3.3406 -0.0151 4.0873
C -2.9530 -3.5034 -0.5164
C 1.3401 -2.6261 -0.2958
C -3.3754 1.7264 -3.1823
O -1.8700 0.4686 1.8116
C 2.2562 -3.6315 -0.6155
H -3.1829 0.4320 2.3474
N 0.6779 4.7040 -0.2941
C -0.3003 5.6357 -0.1562
C -1.6317 5.3160 -0.3654
H -2.6991 2.9944 -4.8719
H -5.4337 1.9398 -2.2916
C -3.2460 0.2393 -1.1066
H 5.4019 -6.2966 2.8086
C -2.7172 1.9323 -4.5384
C -4.9335 1.9204 -3.2775
C -1.9307 3.9304 -0.3509
H -2.0855 -4.1627 -0.7138
O -4.0096 0.2282 2.9624
C 3.6461 3.6618 -1.8046
C -3.0813 -1.0139 -0.4863
N 1.0356 2.3102 -0.0792
N 0.1898 -1.2339 1.2799
H -1.5090 -1.2488 7.3252
C 0.3196 3.4154 -0.2975
H -0.2150 -0.6677 5.2374
H 0.5381 -0.9287 3.3074
C -1.9386 -0.1557 4.0935
O 2.9016 3.2727 1.4037
H 0.0229 6.6362 0.0695
H 2.3055 -3.9168 -1.6741
C 3.9576 -4.7005 2.6031
C 4.0971 1.2426 -1.6148
C 2.9830 -4.4007 0.3669
H 7.3398 1.9748 -3.6778
C 5.5099 2.6397 -3.0249
H 5.0133 -7.1563 0.5348
H -0.3688 0.9691 3.0841
H 3.3521 -6.0768 -0.9429
H 2.8115 -2.9873 2.0367
C 4.6713 -5.8123 2.1608
H -2.9374 2.4516 -2.4670
H -3.0922 -1.1111 0.5996
C 5.0655 1.3563 -2.6250
C -2.8666 -2.1652 -1.2758
H 5.5014 0.4675 -3.0411
H 0.8367 -3.2354 1.6794
H -2.9655 3.5328 -0.2654
H -3.0071 -3.3437 0.5611
C -1.0603 0.1158 2.8928
C -2.7134 -2.0568 -2.6727
H -2.7981 -0.7547 -4.3348
Ce -0.6904 0.5065 -0.0455
C -4.0020 -0.0965 5.3178
H -5.3920 1.0545 -3.7823
C -2.8842 -0.8106 -3.2498
H -3.4108 1.1368 -0.4806
C 0.7987 -2.3949 0.9861
Br 0.8103 -1.3744 -1.7003
H 4.0371 -4.3662 3.6312
H -2.4015 6.0980 -0.4849
C 4.6294 3.7675 -2.7855
H -3.9502 -0.8845 7.3049
H 7.1378 3.6333 -3.6306
O 2.6069 0.8921 0.9227
C 3.5316 2.4478 -1.0752
C -3.3843 -0.6404 6.4353
C -3.1522 0.3682 -2.5040
C 3.5485 -5.6247 0.0364
H -1.6874 1.5615 -4.5642
H -5.0515 0.2360 5.3128
H 3.0394 4.5335 -1.5202
N -0.9925 3.0276 -0.4275
C 3.2170 -3.9472 1.7076
N 6.6773 2.7268 -3.7541
C -1.3090 -0.5333 5.2685
C -2.0087 -0.8317 6.4455
H -2.3929 -2.8743 -3.3249
H -5.1614 2.8601 -3.8449
S 2.5872 2.2544 0.4613
H -3.8674 -4.0931 -0.8508
N -0.2335 -1.0311 2.6380
H 4.7497 4.7130 -3.3142

Forces on the atoms, in the same order (eV/Å):
0.0214 0.6279 -1.2616
-0.0359 -0.2746 -0.3326
0.5126 0.7464 1.2030
0.6664 0.0714 1.3186
-0.1023 -0.5233 -1.1177
0.9757 -0.6356 -0.5219
-0.8184 -0.0769 0.8018
2.2044 -0.0949 -2.3924
-1.5870 0.3573 0.3693
-2.5912 -0.2841 0.6149
0.1218 -0.5279 1.2787
0.4399 -1.4833 -1.3754
-0.8621 -0.4791 0.5577
-0.1478 -0.6961 0.4927
0.4183 0.2572 -0.3239
0.5124 0.2692 -0.0684
-0.2618 0.1175 -0.0958
-0.3164 -0.6593 -1.6031
0.1830 0.3922 -0.0590
-1.4140 1.6679 -0.6855
-0.3440 0.3247 -0.0324
1.2892 0.7748 -1.3661
0.4411 -0.3164 0.8290
0.0883 -0.3743 -0.9353
-0.3717 -1.1177 -0.1220
0.3302 -1.2665 1.3110
-0.1209 0.2914 -0.4203
-1.5610 1.8472 -0.3050
-0.4954 0.1499 0.3043
0.1357 -0.7171 -0.6019
0.1250 -0.0778 0.5702
-0.1934 0.2475 -0.2168
0.1394 0.2930 -0.2222
0.4772 0.2295 0.3854
-0.1400 0.7387 -0.1203
0.5514 2.1962 0.6002
0.0602 0.5076 0.9575
-0.1307 -0.2306 0.0737
-1.1029 -0.2484 -0.4253
-0.5743 0.0846 0.1253
-0.3620 -0.1153 0.1510
0.1382 0.3251 0.2844
0.4313 -0.3144 -0.0903
-0.2244 -0.3315 0.4422
-0.3999 -0.0347 -0.3968
-0.4609 -0.0435 -0.2811
-0.9465 0.5970 0.9975
-0.3004 -0.8403 1.2573
0.4084 -0.1680 0.0018
-0.0363 0.4462 0.2029
0.6457 0.6244 -0.3803
-0.1283 0.0290 -0.1138
-0.8515 1.5035 0.8471
0.1073 0.5919 0.5669
0.0027 0.2146 0.2354
0.1019 2.5645 0.7016
-0.8514 -0.2726 -0.4802
0.2884 0.3758 -0.1653
0.0810 0.4589 -0.1798
-0.1854 -0.3355 -0.3022
-1.0494 1.9038 0.2392
0.5490 -0.8862 0.1770
0.1976 0.0699 -0.1392
0.4136 -0.6965 0.5424
0.5232 -1.0560 0.3979
-0.3930 0.1131 0.4965
-0.2000 -0.5312 -0.4337
0.2870 -1.1764 -0.0600
-0.1528 -1.3799 -0.4371
0.3917 0.6397 -0.4863
0.2949 -0.1993 -0.4583
0.8692 -1.4408 -0.5377
0.0157 0.1532 0.1304
0.4503 -0.5642 0.1223
0.3638 -0.4208 -0.1452
0.3822 -1.3530 0.8113
-0.3201 -0.0289 -0.0826
-0.1740 1.5544 0.3609
0.5525 -0.4787 0.8320
0.4485 -0.3044 -0.6608
-0.4536 -0.0178 0.4764
0.0848 -0.8780 0.5432
0.5662 0.6238 -1.4731
1.0567 0.8496 0.4417
1.1097 -1.5771 -1.2808
0.2062 -0.3012 0.1374

Results
Total charge: +2
Maximum force: 3.25 eV/A
Molecular weight: 869.8 g mol⁻¹
Lowest unoccupied orbital energy (alpha / beta): -0.28239 / -0.34851 hartree
E: -5470.21931 hartree
Energy above the lowest of the compared OMol25 structures with the same formula, charge and spin: 2.543 eV
Highest occupied orbital energy (alpha / beta): -12.25 / -12.24 eV
Orbital gap (alpha / beta): 4.5663 / 2.7602 eV